Molecular formula: C8H13N3O2S
Method: DFT, ωB97M-V/def2-TZVPD

```
27
Properties=species:S:1:pos:R:3:lowdin_charge:R:1
C 4.53541 0.13729 -0.58130 -0.7223
C 1.88084 -1.83470 1.44147 0.0179
C 2.51670 0.37426 0.22429 -0.4126
C 0.70399 1.91081 0.92652 -0.0309
C -1.64765 1.41741 -0.90113 -0.0678
C -1.70021 -1.03282 -1.44949 -0.0029
C 1.16880 0.65028 0.16222 -0.3139
C -1.19202 0.05753 -0.37981 -0.3577
N 3.39288 -0.49782 -0.48561 -0.1949
N 2.28818 -2.33867 0.25008 -0.0160
N 3.05332 -1.71389 -0.70762 0.0515
O 5.58420 -0.16089 -1.05593 0.0777
O 0.22034 -0.21019 -0.26139 -0.0586
S 3.91975 1.61006 0.34643 0.9542
H 0.96676 -2.21938 1.73856 0.0489
H -0.48060 1.95949 0.93269 0.0694
H 1.10374 2.74585 0.31634 0.0875
H 1.10339 1.82142 2.00515 0.1153
H -1.50694 2.11422 0.00197 0.0648
H -1.02380 1.89633 -1.71006 0.1172
H -2.60559 1.41101 -1.31680 0.0585
H -1.29216 -0.55802 -2.40094 0.1081
H -2.74688 -1.06293 -1.57098 0.0606
H -1.21846 -1.92580 -1.36309 0.0314
H 2.40295 -1.19866 2.05379 0.0466
H -1.65623 -0.06112 0.60040 0.1402
H 1.91035 -3.19611 -0.04640 0.1278
```

Computed properties:
**Energy relative to the best compared isomer or geometry (same formula, charge and spin)**: 7.538 eV
**E**: -27900.4299 eV
**Multiplicity**: 1
**HOMO level (spin up / spin down)**: -7.40 / -7.42 eV
**Strongest force on any atom**: 6.162 eV/Å
**Lowest unoccupied orbital energy (spin up / spin down)**: 0.4 / 0.4 eV
**Orbital gap (spin up / spin down)**: 7.80 / 7.86 eV